A structure of composition C4H4InO5, computed with the ωB97M-V functional and the def2-TZVPD basis.

Its LUMO energy is -15.1 eV. Its gap between HOMO and LUMO is 10.8 eV. Its total energy is -19583.548 eV. As for the net charge: +3. For the HOMO energy, the calculation gives -0.951 Eh. The spin multiplicity is 1.

XYZ file:
```
14
C4H4InO5 the ωB97M-V functional and the def2-TZVPD basis
In 0.1441 -0.0011 -0.4011
O 0.0926 3.3606 -0.1431
C 0.1123 2.2118 -0.2093
C 0.1177 -2.2140 -0.2099
O 0.1006 -3.3628 -0.1425
C 2.3500 0.0016 -0.2474
O 3.5030 0.0030 -0.2053
C -2.1295 -0.0033 -0.4064
O -3.2533 -0.0045 -0.1848
H 0.0933 0.4570 -2.2150
H 0.0942 -0.4592 -2.2150
O -0.8115 -0.0058 2.1335
H -0.1891 -0.7918 2.2280
H -0.2241 0.8086 2.2182
```

***

A structure of composition C4H4LiMgO2, computed with the ωB97M-V functional and the def2-TZVPD basis.

Its LUMO energy is -4.6 eV. Its gap between HOMO and LUMO is 7.2 eV. Its total energy is -13948.570 eV. As for the net charge: +1. For the HOMO energy, the calculation gives -0.435 Eh. The spin multiplicity is 1.

XYZ file:
```
12
C4H4LiMgO2 the ωB97M-V functional and the def2-TZVPD basis
O -0.7209 1.0917 -1.0177
C -1.2101 -0.1413 -0.8312
C -2.2728 -0.6255 -1.4755
H -2.8858 0.0383 -2.0841
H -2.5917 -1.6537 -1.3176
H 0.1986 1.2316 -0.5062
C -0.2761 -1.0597 0.0930
C 0.8572 -0.6438 0.5850
O 1.7077 0.1827 0.7209
Li 3.1244 0.7978 1.9383
H -0.7304 -1.9515 0.5263
Mg 4.7998 2.7332 3.3688
```

***

A structure of composition C4H4LiO5Sn, computed with the ωB97M-V functional and the def2-TZVPD basis.

Its LUMO energy (alpha / beta) is -7.1 / -7.1 eV. Its gap between HOMO and LUMO (alpha / beta) is 4.1 / 4.1 eV. Its total energy is -20475.659 eV. As for the net charge: +1. For the HOMO energy (alpha / beta), the calculation gives -0.408 / -0.409 Eh. The spin multiplicity is 1.

XYZ file:
```
15
C4H4LiO5Sn the ωB97M-V functional and the def2-TZVPD basis
O 0.7275 -2.5040 -1.1065
C -0.5300 -2.6884 -0.7084
C 1.0070 -1.0763 -1.0312
O -1.2832 -3.4973 -1.1959
O -0.9392 -1.6622 0.0319
C 0.0892 -0.5941 0.0611
Li -1.7117 0.8259 -0.1868
H 0.8138 -0.6692 -2.0353
H 2.0654 -0.9182 -0.7960
H 0.5070 -0.7387 1.0704
C 0.2717 2.4682 1.0851
O -0.9111 2.4138 0.5415
O 0.4434 3.3927 1.9252
Sn -1.3801 3.9978 1.4003
H 0.8302 1.2500 0.9448
```

***

The molecule C4H4N2, computed with the ωB97M-V functional and the def2-TZVPD basis.

Its LUMO energy is -0.1 eV. Its gap between HOMO and LUMO is 8.4 eV. Its total energy is -7185.988 eV. As for the net charge: 0. For the HOMO energy, the calculation gives -0.309 Eh. The SMILES is C=NC1=NC1=C. The spin multiplicity is 1.

XYZ file:
```
10
C4H4N2 the ωB97M-V functional and the def2-TZVPD basis
C 1.0818 0.9915 1.4797
N 0.0138 0.4100 1.0748
C 0.0727 -0.9578 0.7145
N 0.2307 -1.9250 -0.0865
C -0.4829 -0.6623 -0.6220
C -1.1745 -0.2518 -1.6520
H 2.0404 0.4657 1.6022
H 1.0660 2.0653 1.7049
H -1.3883 -0.9244 -2.4742
H -1.4595 0.7889 -1.7414
```

***

The molecule C4H4N2, computed with the ωB97M-V functional and the def2-TZVPD basis.

Its LUMO energy (alpha / beta) is -0.2 / -0.2 eV. Its gap between HOMO and LUMO (alpha / beta) is 7.6 / 7.6 eV. Its total energy is -7188.870 eV. As for the net charge: 0. For the HOMO energy (alpha / beta), the calculation gives -0.284 / -0.284 Eh. The spin multiplicity is 1.

XYZ file:
```
10
C4H4N2 the ωB97M-V functional and the def2-TZVPD basis
C -1.2608 0.1507 0.5714
C -0.4388 1.3245 0.7390
N 0.8733 1.1082 0.9042
C 1.4048 0.2323 0.1251
N 0.6119 -0.5774 -0.6823
C -0.7232 -0.7529 -0.2648
H -2.2942 0.1566 0.8941
H 0.5674 -0.1231 -1.6009
H 2.4763 0.0929 0.0344
H -1.2167 -1.6118 -0.7203
```

***

The molecule C4H4N2, computed with the ωB97M-V functional and the def2-TZVPD basis.

Its LUMO energy is 0.8 eV. Its gap between HOMO and LUMO is 9.4 eV. Its total energy is -7189.518 eV. As for the net charge: 0. For the HOMO energy, the calculation gives -0.317 Eh. The SMILES is C#CC(N)=C=N. The spin multiplicity is 1.

XYZ file:
```
10
C4H4N2 the ωB97M-V functional and the def2-TZVPD basis
C 2.3487 -0.4863 -0.0499
C 1.1681 -0.2464 -0.1071
C -0.2407 0.0030 -0.1607
N -1.2057 -0.9384 -0.6432
C -0.7182 1.1363 0.3173
N -1.1967 2.1458 0.8161
H 3.3979 -0.6791 -0.0513
H -1.1673 -0.9985 -1.6539
H -1.0058 -1.8576 -0.2632
H -1.3804 1.9212 1.7959
```

***

A cluster of 2 separate species, C4H4N2 in total, computed with the ωB97M-V functional and the def2-TZVPD basis.

Its LUMO energy is 0.0 eV. Its gap between HOMO and LUMO is 8.9 eV. Its total energy is -7188.833 eV. As for the net charge: 0. For the HOMO energy, the calculation gives -0.326 Eh. The SMILES is C=C=C=N.C#N. The spin multiplicity is 1.

XYZ file:
```
10
C4H4N2 the ωB97M-V functional and the def2-TZVPD basis
C 0.7162 0.8069 -0.9702
C 0.5664 0.7030 0.2932
C 0.1102 0.8719 1.4443
N -0.2637 0.7278 2.5722
H 1.5715 0.6243 -1.5185
H -0.0875 1.0954 -1.6472
H 0.3939 0.4331 3.2867
C -0.9872 -1.7610 -1.0289
N -0.1460 -2.3148 -1.5901
H -1.8738 -1.1866 -0.8414
```

***

The molecule C4H4N2, computed with the ωB97M-V functional and the def2-TZVPD basis.

Its LUMO energy is 0.1 eV. Its gap between HOMO and LUMO is 9.7 eV. Its total energy is -7190.573 eV. As for the net charge: 0. For the HOMO energy, the calculation gives -0.352 Eh. The SMILES is c1ccnnc1. The spin multiplicity is 1.

XYZ file:
```
10
C4H4N2 the ωB97M-V functional and the def2-TZVPD basis
C 0.6293 0.8156 -0.2207
C -0.6645 0.7959 0.1921
C -1.2639 -0.4830 -0.0262
N -0.6167 -1.6147 -0.1358
N 0.6865 -1.5798 0.2008
C 1.2838 -0.4268 0.0480
H 1.1192 1.6801 -0.6677
H -1.1948 1.6587 0.5950
H -2.2753 -0.4797 -0.4062
H 2.2964 -0.3663 0.4209
```

***

The molecule C4H4N2, computed with the ωB97M-V functional and the def2-TZVPD basis.

Its LUMO energy is 1.1 eV. Its gap between HOMO and LUMO is 11.0 eV. Its total energy is -7189.039 eV. As for the net charge: 0. For the HOMO energy, the calculation gives -0.366 Eh. The SMILES is C1=N[C@H]2[C@@H]3[C@H]2N13. The spin multiplicity is 1.

XYZ file:
```
10
C4H4N2 the ωB97M-V functional and the def2-TZVPD basis
C -0.8543 0.7824 0.9768
N 0.3001 1.2855 0.7940
C 0.8786 0.3522 -0.1388
C 0.2049 -1.0138 0.0359
C -0.1061 -0.2446 -1.0996
N -1.1139 -0.4269 0.2378
H -1.6325 1.2462 1.5791
H 1.9098 0.5137 -0.4349
H 0.4756 -2.0385 0.2296
H -0.0622 -0.4562 -2.1798
```

***

A structure of composition C4H4N2, computed with the ωB97M-V functional and the def2-TZVPD basis.

Its LUMO energy is -0.3 eV. Its gap between HOMO and LUMO is 8.7 eV. Its total energy is -7187.046 eV. As for the net charge: 0. For the HOMO energy, the calculation gives -0.332 Eh. The spin multiplicity is 1.

XYZ file:
```
10
C4H4N2 the ωB97M-V functional and the def2-TZVPD basis
C 1.6785 0.8313 -0.4705
C 3.1225 -0.2269 0.0664
C 0.9041 -0.2151 -0.0856
C -0.5316 -0.5703 0.0078
N 4.1656 0.2424 0.0457
N 2.0021 -0.8375 0.3224
H 1.9510 1.5149 0.3730
H -1.1477 0.2961 -0.0007
H -0.6848 -1.2254 0.8780
H -0.6648 -1.2606 -0.8168
```

***

The molecule C4H4N2, computed with the ωB97M-V functional and the def2-TZVPD basis.

Its LUMO energy is 0.6 eV. Its gap between HOMO and LUMO is 9.9 eV. Its total energy is -7189.099 eV. As for the net charge: 0. For the HOMO energy, the calculation gives -0.340 Eh. The SMILES is C#C[C@H](N)C#N. The spin multiplicity is 1.

XYZ file:
```
10
C4H4N2 the ωB97M-V functional and the def2-TZVPD basis
C -1.4384 -1.3504 0.4588
C -0.6970 -0.4098 0.4118
C 0.2917 0.5996 0.3714
N 0.1115 0.7311 -1.1682
C 1.5992 0.1209 0.9288
N 2.6050 -0.2738 1.3482
H -2.1293 -1.9894 -0.0132
H 0.0550 1.5438 0.8958
H 0.3859 -0.0675 -1.7311
H -0.7837 1.0956 -1.5022
```

***

The molecule C4H4N2, computed with the ωB97M-V functional and the def2-TZVPD basis.

Its LUMO energy is 0.5 eV. Its gap between HOMO and LUMO is 8.4 eV. Its total energy is -7187.343 eV. As for the net charge: 0. For the HOMO energy, the calculation gives -0.290 Eh. The spin multiplicity is 1.

XYZ file:
```
10
C4H4N2 the ωB97M-V functional and the def2-TZVPD basis
C -1.0441 -0.0344 -0.5735
C 0.0086 0.6893 -0.8723
C 0.3332 -1.3645 2.1309
C 1.0356 1.3162 -1.3099
N -1.2170 -1.0597 0.3654
N -0.5287 -1.1402 1.3699
H -1.9289 -0.1273 -1.2702
H 1.4115 0.8587 -2.2253
H 1.3713 2.2594 -0.8993
H 0.5584 -1.3975 3.2844
```

***

The molecule C4H4N2, computed with the ωB97M-V functional and the def2-TZVPD basis.

Its LUMO energy (alpha / beta) is -0.7 / -2.8 eV. Its gap between HOMO and LUMO (alpha / beta) is 6.0 / 6.0 eV. Its expectation value of S² is 2.024. Its total energy is -7183.727 eV. As for the net charge: 0. For the HOMO energy (alpha / beta), the calculation gives -0.246 / -0.323 Eh. The spin multiplicity is 3.

XYZ file:
```
10
C4H4N2 the ωB97M-V functional and the def2-TZVPD basis
C 0.9166 -0.5666 -0.9972
C -0.0808 -0.4348 -1.7665
C 0.9875 -0.1710 0.4074
C -0.5249 0.0725 0.7186
N -1.2175 0.3426 -1.6280
N -1.3301 0.5806 -0.4457
H 1.5972 -0.8086 0.9585
H 1.3266 0.9044 0.2916
H -0.9776 -0.7969 0.9640
H -0.6971 0.8777 1.4975
```

***

The molecule C4H4N2O, computed with the ωB97M-V functional and the def2-TZVPD basis.

Its LUMO energy is -0.7 eV. Its gap between HOMO and LUMO is 8.4 eV. Its total energy is -9238.649 eV. As for the net charge: 0. For the HOMO energy, the calculation gives -0.335 Eh. The SMILES is [H]/N=C1/C=CNC1=O. The spin multiplicity is 1.

XYZ file:
```
11
C4H4N2O the ωB97M-V functional and the def2-TZVPD basis
H -2.2919 0.1275 -0.0373
N -2.0444 -0.8080 -0.0605
C -0.7785 -0.5976 -0.0017
C 0.3321 -1.4725 0.1738
C 1.5567 -0.7681 -0.0347
N 1.3435 0.6407 -0.0375
C -0.0544 0.8021 0.0206
O -0.5355 1.9452 0.0154
H 0.4763 -2.5319 -0.1914
H 2.6372 -1.0737 -0.2438
H 2.0334 1.3047 0.0873
```

***

The molecule C4H4N2O, computed with the ωB97M-V functional and the def2-TZVPD basis.

Its LUMO energy is -0.3 eV. Its gap between HOMO and LUMO is 8.9 eV. Its total energy is -9236.428 eV. As for the net charge: 0. For the HOMO energy, the calculation gives -0.341 Eh. The SMILES is C1=CN=CON=C1. The spin multiplicity is 1.

XYZ file:
```
11
C4H4N2O the ωB97M-V functional and the def2-TZVPD basis
C -0.9963 0.7918 0.1938
C 0.3095 1.1899 0.1174
N 1.3875 0.5763 -0.3221
C 1.6339 -0.6756 -0.0814
O 0.6496 -1.3904 0.5316
N -0.5770 -1.5665 -0.2315
C -1.3961 -0.6042 -0.1634
H -1.8743 1.4530 0.6433
H 0.5559 2.2785 0.0692
H 2.6707 -1.1424 -0.1423
H -2.3632 -0.9105 -0.6147
```

***

The molecule C4H4N2O, computed with the ωB97M-V functional and the def2-TZVPD basis.

Its LUMO energy is 0.1 eV. Its gap between HOMO and LUMO is 9.5 eV. Its total energy is -9239.153 eV. As for the net charge: 0. For the HOMO energy, the calculation gives -0.345 Eh. The SMILES is O=c1cc[nH]cn1. The spin multiplicity is 1.

XYZ file:
```
11
C4H4N2O the ωB97M-V functional and the def2-TZVPD basis
O 2.2077 -1.4564 -0.3016
C 1.2415 -0.7875 -0.0082
C 1.0862 0.6740 -0.2001
C -0.1281 1.1748 0.0811
N -1.2551 0.3425 0.0183
C -1.0166 -0.9761 0.2570
N 0.1364 -1.4211 0.5946
H 1.8987 1.3227 -0.5244
H -0.3008 2.1614 0.4922
H -2.0421 0.6586 -0.5394
H -1.8278 -1.6928 0.1305
```

***

The molecule C4H4N2O, computed with the ωB97M-V functional and the def2-TZVPD basis.

Its LUMO energy is -0.6 eV. Its gap between HOMO and LUMO is 8.4 eV. Its total energy is -9235.048 eV. As for the net charge: 0. For the HOMO energy, the calculation gives -0.330 Eh. The SMILES is C#C/C=N\NC=O. The spin multiplicity is 1.

XYZ file:
```
11
C4H4N2O the ωB97M-V functional and the def2-TZVPD basis
C -1.9727 1.1225 1.8946
C -1.9207 0.2540 0.9627
C -1.5681 -0.6468 -0.1280
N -0.2820 -0.8407 -0.5862
N 0.5870 -0.0115 -0.0958
C 2.0474 0.1343 -0.4403
O 2.5504 -0.1609 -1.5249
H -2.2651 2.0357 2.5540
H -2.3428 -1.2167 -0.5975
H 0.2092 0.1680 1.0386
H 2.3453 1.0806 0.2442
```

***

The molecule C4H4N2O, computed with the ωB97M-V functional and the def2-TZVPD basis.

Its LUMO energy (alpha / beta) is -1.7 / -1.7 eV. Its gap between HOMO and LUMO (alpha / beta) is 7.4 / 7.4 eV. Its total energy is -9236.431 eV. As for the net charge: 0. For the HOMO energy (alpha / beta), the calculation gives -0.332 / -0.332 Eh. The spin multiplicity is 1.

XYZ file:
```
11
C4H4N2O the ωB97M-V functional and the def2-TZVPD basis
O 2.4224 -1.1573 0.0004
C 1.2545 -0.8065 -0.0067
C 0.8746 0.6295 0.0518
C -0.4777 0.9080 0.0291
N -1.4993 0.0302 -0.0374
C -1.0509 -1.2373 -0.0831
N 0.1857 -1.6907 -0.0721
H 1.6403 1.3969 0.1156
H -0.7571 1.9877 -0.4362
H -0.7655 1.9410 0.5770
H -1.8270 -2.0017 -0.1383
```

***

The molecule C4H4N2O, computed with the ωB97M-V functional and the def2-TZVPD basis.

Its LUMO energy is 0.0 eV. Its gap between HOMO and LUMO is 8.5 eV. Its total energy is -9236.944 eV. As for the net charge: 0. For the HOMO energy, the calculation gives -0.313 Eh. The spin multiplicity is 1.

XYZ file:
```
11
C4H4N2O the ωB97M-V functional and the def2-TZVPD basis
O 1.4221 1.9895 0.5435
C 0.6406 1.2767 1.1294
C -0.1543 0.2155 0.4458
C -0.5851 -1.1227 1.0164
N -0.7207 -1.9068 -0.1098
C -0.2683 -1.2524 -1.1722
N 0.1103 0.0018 -0.9405
H 0.4195 1.3878 2.2058
H -1.2378 0.4588 0.6101
H -0.2231 -1.6836 -2.1697
H 0.5971 0.6356 -1.5587
```

***

A structure of composition C4H4N2O, computed with the ωB97M-V functional and the def2-TZVPD basis.

Its LUMO energy is 0.1 eV. Its gap between HOMO and LUMO is 8.0 eV. Its total energy is -9235.088 eV. As for the net charge: 0. For the HOMO energy, the calculation gives -0.292 Eh. The spin multiplicity is 1.

XYZ file:
```
11
C4H4N2O the ωB97M-V functional and the def2-TZVPD basis
N -0.1325 1.3360 1.1065
C -0.0109 0.0346 0.7626
C 1.1896 -0.5954 0.4096
C 0.9195 -0.6862 -0.9081
C -0.4101 -0.7270 -1.4479
N -1.4699 -0.9489 -0.7181
O -1.2138 -0.5931 0.6017
H -1.0454 1.7511 0.9829
H 2.1200 -0.7059 0.9615
H 0.6410 1.8879 0.7682
H -0.5876 -0.7530 -2.5190
```

***

Which energy relative to the best compared isomer or geometry (same formula, charge and spin) belongs to each record? In order, 72.81, 0.00, 363.05, 646.55, 368.41, 305.90, 372.04, 204.15, 352.14, 544.43, 346.30, 515.77, 446.52, 177.46, 391.68, 128.77, 524.91, 391.41, 341.90, 520.99 kJ/mol.